# 1
{"formula": "C5H10O3Pt", "method": "the ωB97M-V functional and the def2-TZVPD basis", "species": ["O", "Pt", "O", "C", "O", "C", "C", "H", "H", "H", "H", "H", "C", "C", "H", "H", "H", "H", "H"], "coordinates": [[0.79572, -0.91195, -1.15208], [-2.58136, -2.63990, -1.04796], [-1.37498, -1.27417, -1.27959], [-0.43343, -0.75074, -0.71808], [-0.49852, 0.33121, 0.02494], [1.88082, -1.43735, -0.38441], [1.97340, -1.19218, 1.10139], [1.88736, -2.51337, -0.59757], [2.76750, -1.02660, -0.88322], [1.44062, -1.97706, 1.65381], [3.02185, -1.25694, 1.42406], [1.63668, -0.18242, 1.36781], [-1.05914, 1.54400, -0.50001], [-1.74962, 2.31503, 0.60203], [-0.18715, 2.07825, -0.89343], [-1.74059, 1.34371, -1.33514], [-1.01638, 2.70993, 1.31831], [-2.46786, 1.68018, 1.13736], [-2.29492, 3.16037, 0.16177]], "homo_energy_ev": [-5.904, -8.132], "fmax_ev_per_a": 6.83, "multiplicity": 3, "de_lowest_kj_mol": 0.0, "total_energy_ev": -14730.5041, "molar_mass_g_mol": 313.2, "s_squared": 2.01}


# 2
{"formula": "C5H10O4", "method": "the ωB97M-V functional and the def2-TZVPD basis", "species": ["C", "C", "C", "C", "C", "O", "O", "O", "O", "H", "H", "H", "H", "H", "H", "H", "H", "H", "H"], "coordinates": [[-0.16249, -0.02569, -1.35905], [0.87057, -0.80811, -1.08066], [-0.04697, 1.08666, -2.35190], [-1.48215, -0.17153, -0.66677], [0.34109, 0.29346, 2.67404], [0.50111, -0.99111, 2.45052], [0.79387, -1.81206, -0.11888], [0.36565, 0.54285, 3.98842], [0.19301, 1.14566, 1.84239], [0.49342, -1.20487, 1.48267], [1.57309, -2.37196, -0.17607], [0.24636, 1.48983, 4.14584], [1.82926, -0.69899, -1.56769], [-1.54908, 0.56199, 0.13586], [-0.25591, 2.03497, -1.85926], [0.94817, 1.12959, -2.78632], [-0.77526, 0.95743, -3.15175], [-1.58465, -1.16535, -0.23895], [-2.29906, 0.00723, -1.36242]], "homo_energy_ev": -8.761, "fmax_ev_per_a": 0.67, "multiplicity": 1, "de_lowest_kj_mol": 38.1, "total_energy_ev": -13537.4974, "molar_mass_g_mol": 134.1}


# 3
{"formula": "C5H10O5S2", "method": "the ωB97M-V functional and the def2-TZVPD basis", "species": ["C", "C", "C", "C", "C", "O", "O", "O", "O", "O", "S", "S", "H", "H", "H", "H", "H", "H", "H", "H", "H", "H"], "coordinates": [[-0.59347, -0.83896, 1.03783], [-0.54144, -0.61078, 2.55910], [-0.94267, 2.37194, -0.44545], [0.18715, -2.25219, -1.82466], [0.61241, -0.13158, 0.27264], [-1.58618, -1.29466, 0.45297], [1.66300, 2.07395, -0.61605], [0.71391, 2.16443, 1.60333], [2.11417, -0.58655, -1.92391], [-0.04217, 0.46002, -2.26161], [0.57619, 1.70716, 0.26782], [0.75520, -0.53684, -1.59612], [0.02304, 0.13815, 2.91977], [-0.19896, -1.53102, 2.89942], [-1.61013, -0.49917, 2.82394], [-1.72992, 1.71393, -0.07605], [-0.87081, 3.40000, 0.05040], [-0.60377, 2.42664, -1.45552], [-0.69181, -2.54155, -1.28404], [0.26441, -2.58641, -2.89621], [1.00224, -2.61273, -1.24084], [1.49962, -0.43376, 0.73325]], "homo_energy_ev": -10.694, "fmax_ev_per_a": 5.08, "multiplicity": 1, "de_lowest_kj_mol": 172.8, "total_energy_ev": -37252.0058, "molar_mass_g_mol": 214.3}


# 4
{"formula": "C5H10OS", "method": "the ωB97M-V functional and the def2-TZVPD basis", "species": ["C", "C", "C", "C", "C", "H", "H", "H", "H", "H", "H", "H", "H", "H", "H", "O", "S"], "coordinates": [[2.16864, 0.40501, 0.63569], [-0.50962, -0.31956, -0.15652], [-1.41685, -1.53896, -0.14016], [-0.90595, -0.88673, 1.13282], [-0.82822, 2.05833, 0.06345], [2.18511, -0.02243, 1.69095], [2.00277, 1.43726, 0.56974], [3.22828, 0.32075, 0.25004], [-0.97210, -2.49242, -0.57479], [-2.41692, -1.23983, -0.42760], [-1.68446, -0.38071, 1.68120], [-0.22811, -1.48981, 1.79439], [-1.64202, 2.72296, -0.23114], [0.08141, 2.40434, -0.46233], [-0.67155, 2.07360, 1.20497], [-1.22963, 0.85942, -0.53826], [1.18166, -0.53234, -0.65006]], "homo_energy_ev": -8.977, "fmax_ev_per_a": 2.75, "multiplicity": 1, "de_lowest_kj_mol": 193.3, "total_energy_ev": -18227.8953, "molar_mass_g_mol": 118.2}


# 5
{"formula": "C5H10OS", "method": "the ωB97M-V functional and the def2-TZVPD basis", "species": ["O", "C", "C", "C", "C", "S", "C", "H", "H", "H", "H", "H", "H", "H", "H", "H", "H"], "coordinates": [[-2.66010, -1.03190, -1.36341], [-1.43219, -0.77385, -1.71011], [-0.23446, 1.42874, -0.58785], [-0.22732, 1.10321, 0.91154], [-1.12789, 0.34348, 1.57875], [2.83563, 0.08067, 0.60809], [1.79172, -1.24545, -0.16025], [-0.58599, -1.22198, -0.98936], [-1.25416, 1.15434, -0.94173], [0.62657, 0.95807, -0.96972], [-0.04386, 2.52288, -0.71638], [0.49183, 1.63429, 1.58694], [-0.80652, -0.34315, 2.44052], [-2.10195, 0.03181, 1.09547], [2.42380, -2.04424, -0.62922], [1.24613, -1.77605, 0.74298], [1.05875, -0.82087, -0.89627]], "homo_energy_ev": -7.518, "fmax_ev_per_a": 10.04, "multiplicity": 1, "de_lowest_kj_mol": 839.3, "total_energy_ev": -18221.2003, "molar_mass_g_mol": 118.2}


# 6
{"formula": "C5H10OS", "method": "the ωB97M-V functional and the def2-TZVPD basis", "species": ["C", "C", "C", "C", "C", "O", "S", "H", "H", "H", "H", "H", "H", "H", "H", "H", "H"], "coordinates": [[2.16898, 0.28958, -0.93962], [1.15572, 0.35097, -0.06843], [1.08912, -0.23870, 1.28984], [-2.77041, 1.27227, -0.46764], [-1.53465, -1.06778, -0.54688], [-1.38278, -2.34659, -0.09536], [-2.27339, 0.02077, 0.43418], [2.20840, 0.91647, -1.89590], [3.18011, 0.13118, -0.62991], [1.44407, -1.24576, 1.23618], [1.84521, 0.20602, 1.91453], [0.17217, -0.13524, 1.81010], [-2.82539, 2.22250, 0.06053], [-3.01107, 1.14058, -1.52548], [0.23620, 0.67624, -0.46930], [-1.49884, -0.83410, -1.61491], [-2.09753, -2.49500, 0.62672]], "homo_energy_ev": [-7.295, -7.409], "fmax_ev_per_a": 2.68, "multiplicity": 1, "de_lowest_kj_mol": 444.8, "total_energy_ev": -18225.2889, "molar_mass_g_mol": 118.2}


# 7
{"formula": "C5H10OS3", "method": "the ωB97M-V functional and the def2-TZVPD basis", "species": ["C", "C", "C", "C", "C", "H", "H", "H", "H", "H", "H", "H", "H", "H", "H", "O", "S", "S", "S"], "coordinates": [[-3.07806, 0.13281, 1.63526], [-3.40772, 1.29602, 2.52409], [2.66543, -0.93953, -0.69783], [1.47286, 0.01264, -0.73287], [0.17323, -0.73482, -1.02197], [-3.78901, -0.69320, 1.68782], [-2.69200, 2.13914, 2.47689], [4.27982, 0.67836, -1.36854], [2.52848, -1.68830, 0.08946], [2.76220, -1.48312, -1.64296], [1.39211, 0.54221, 0.22111], [1.63574, 0.77537, -1.50609], [-0.01708, -1.48031, -0.24270], [0.23344, -1.27509, -1.97193], [-0.93411, 1.11077, -2.05159], [-4.38411, 1.29967, 3.23270], [-1.78107, 0.11465, 0.68711], [4.24350, -0.13163, -0.29834], [-1.30364, 0.32436, -1.01963]], "homo_energy_ev": -8.017, "fmax_ev_per_a": 12.27, "multiplicity": 1, "de_lowest_kj_mol": 412.4, "total_energy_ev": -39894.5889, "molar_mass_g_mol": 182.3}


# 8
{"formula": "C5H10P4", "method": "the ωB97M-V functional and the def2-TZVPD basis", "species": ["C", "C", "C", "C", "C", "P", "P", "P", "P", "H", "H", "H", "H", "H", "H", "H", "H", "H", "H"], "coordinates": [[0.47479, 0.98883, -0.05586], [-0.32664, -1.27933, -0.26239], [0.45266, -0.16338, -0.98575], [1.66746, 1.53660, 0.40780], [-1.68851, -1.17116, 0.15524], [-1.15041, 1.91427, 0.21583], [0.55206, -2.64935, 0.22977], [3.37229, 0.92697, -0.00564], [-2.51594, 0.28674, -0.27235], [0.09235, 0.24170, -1.96103], [1.47469, -0.47313, -1.14227], [1.64921, 2.45466, 0.94947], [-2.26799, -2.17734, 0.27876], [-1.24526, 1.57709, 1.64429], [-0.54169, -3.42496, 0.50189], [3.12852, -0.40872, -0.00803], [3.56685, 0.75465, 1.28027], [-3.71971, 0.38361, 0.63237], [-2.97474, 0.68225, -1.60234]], "homo_energy_ev": [-4.812, -8.681], "fmax_ev_per_a": 3.48, "multiplicity": 3, "total_energy_ev": -42494.9313, "molar_mass_g_mol": 194.0, "s_squared": 2.01}


Q: What is the formula in the fifth record?
A: C5H10OS